(1)
{"formula": "C2H16O5S", "method": "ωB97M-V with the def2-TZVPD basis set", "spin_multiplicity": 1, "fmax_ev_per_a": 2.1, "de_lowest_kcal_mol": 184.38, "gap_ev": 3.59, "e_lumo_ha": -0.2095, "species": ["C", "C", "S", "H", "H", "H", "H", "H", "H", "H", "H", "O", "H", "H", "O", "H", "H", "O", "H", "H", "O", "H", "H", "O"], "positions_angstrom": [[1.68, 0.20, 1.26], [0.93, 0.59, 0.02], [1.72, 0.11, -1.47], [1.53, -0.84, 1.46], [2.75, 0.44, 1.20], [1.36, 0.82, 2.10], [0.88, 1.70, -0.03], [-0.13, 0.29, 0.09], [2.52, -3.50, -0.15], [-1.71, -0.25, -2.31], [-0.32, -0.20, -2.77], [-1.18, 0.23, -2.96], [-1.29, 1.02, 1.42], [-2.12, -0.68, 2.38], [-1.39, -0.40, 1.82], [-0.50, 2.45, -1.84], [2.26, -2.04, -0.45], [2.46, -2.64, 0.28], [-0.24, 2.85, -2.42], [-2.17, 2.44, 1.69], [-1.60, 1.98, 1.06], [-2.26, -1.94, -0.78], [-1.66, -1.13, 0.70], [-1.54, -1.49, -0.31]], "nbo_charge": [-0.634, -0.690, 0.502, 0.264, 0.210, 0.240, 0.357, 0.388, 0.474, 0.483, 0.445, -0.925, 0.499, 0.465, -1.027, 0.008, 0.451, -0.926, -0.010, 0.470, -0.991, 0.468, 0.505, -1.027]}

***

(2)
{"formula": "C2H17N2O4", "method": "ωB97M-V with the def2-TZVPD basis set", "charge": 1, "spin_multiplicity": 1, "fmax_ev_per_a": 1.7, "de_lowest_kcal_mol": 2.54, "gap_ev": 9.80, "e_lumo_ha": -0.0978, "species": ["C", "N", "C", "N", "H", "H", "H", "H", "H", "H", "H", "H", "H", "H", "H", "O", "H", "H", "O", "H", "H", "O", "H", "H", "O"], "positions_angstrom": [[1.58, -1.44, 1.01], [1.66, -2.05, -0.32], [1.15, 0.00, 1.11], [-0.16, 0.17, 0.39], [2.63, -1.52, 1.31], [0.97, -2.07, 1.64], [2.05, -1.43, -1.01], [0.82, -2.52, -0.61], [1.82, 0.65, 0.55], [1.10, 0.33, 2.14], [-0.02, 0.32, -0.62], [-0.82, -0.60, 0.53], [-0.62, 1.00, 0.77], [-1.43, -3.31, 1.30], [-1.78, -3.08, -0.14], [-1.11, -2.84, 0.52], [-1.21, 1.76, 3.22], [-2.28, 0.84, 3.62], [-1.88, 1.18, 2.81], [-1.92, 3.10, -3.64], [-0.76, 4.05, -3.24], [-1.15, 3.19, -3.08], [0.22, 1.55, -2.73], [1.62, 0.95, -2.35], [0.74, 1.12, -2.02]], "nbo_charge": [-0.250, -0.840, -0.234, -0.704, 0.221, 0.212, 0.355, 0.383, 0.213, 0.228, 0.472, 0.450, 0.443, 0.494, 0.490, -0.973, 0.473, 0.488, -0.958, 0.489, 0.491, -0.973, 0.526, 0.495, -0.991]}

***

(3)
{"formula": "C2H17NO5", "method": "ωB97M-V with the def2-TZVPD basis set", "spin_multiplicity": 1, "smiles": "CNC.O.O.O.O.O", "fmax_ev_per_a": 2.0, "de_lowest_kcal_mol": 25.53, "gap_ev": 9.87, "e_lumo_ha": 0.0233, "species": ["C", "N", "C", "H", "H", "H", "H", "H", "H", "H", "O", "H", "H", "O", "H", "H", "O", "H", "H", "O", "H", "H", "O", "H", "H"], "positions_angstrom": [[-2.09, -0.63, 2.23], [-0.86, -0.16, 1.62], [-1.12, 0.67, 0.41], [-2.65, 0.23, 2.59], [-2.77, -1.10, 1.49], [-1.91, -1.24, 3.12], [-0.22, -0.89, 1.36], [-1.91, 0.32, -0.24], [-0.17, 0.68, -0.14], [-1.30, 1.66, 0.80], [2.44, 0.12, -0.24], [2.19, 0.74, 0.44], [1.86, -0.64, -0.03], [0.46, -1.74, -0.47], [-0.47, -1.82, -0.63], [0.77, -1.57, -1.37], [-0.88, -0.33, -3.33], [-0.74, -0.77, -4.18], [-0.13, 0.29, -3.21], [1.54, 1.16, 2.41], [1.47, 2.12, 2.55], [0.64, 0.88, 2.60], [1.59, 0.52, -2.79], [2.29, 1.10, -3.13], [1.96, 0.40, -1.85]], "nbo_charge": [-0.415, -0.664, -0.431, 0.188, 0.163, 0.206, 0.376, 0.183, 0.211, 0.190, -0.976, 0.506, 0.496, -0.966, 0.491, 0.496, -0.990, 0.467, 0.505, -0.973, 0.466, 0.498, -1.011, 0.477, 0.508]}

***

(4)
{"formula": "C2H17O9Sr", "method": "ωB97M-V with the def2-TZVPD basis set", "charge": 1, "spin_multiplicity": 1, "fmax_ev_per_a": 1.4, "de_lowest_kcal_mol": 0.14, "gap_ev": 8.27, "e_lumo_ha": -0.1200, "species": ["Sr", "C", "C", "O", "O", "H", "H", "H", "O", "H", "H", "O", "H", "H", "O", "H", "H", "O", "H", "H", "O", "H", "H", "O", "H", "H", "O", "H", "H"], "positions_angstrom": [[0.43, -0.22, -0.33], [-1.15, 2.26, 3.18], [-0.84, 1.53, 1.91], [-1.77, 0.91, 1.32], [0.39, 1.47, 1.54], [-0.86, 1.63, 4.02], [-2.22, 2.46, 3.26], [-0.60, 3.20, 3.25], [2.54, -0.90, 0.92], [3.31, -1.45, 0.73], [2.74, -0.43, 1.74], [1.12, -2.60, -1.03], [1.05, -2.86, -1.95], [0.80, -3.37, -0.53], [0.47, -0.48, -3.10], [0.68, -1.23, -3.66], [0.04, 0.15, -3.70], [-0.52, -1.96, 1.46], [-0.58, -1.72, 2.40], [-1.31, -2.48, 1.28], [-1.89, -1.38, -1.31], [-2.02, -1.85, -2.14], [-2.75, -0.98, -1.10], [-1.08, 1.64, -1.35], [-1.15, 2.32, -2.03], [-1.95, 1.57, -0.93], [2.16, 1.28, -1.17], [2.59, 1.93, -0.59], [2.34, 1.57, -2.07]], "nbo_charge": [1.833, -0.727, 0.784, -0.810, -0.874, 0.228, 0.227, 0.229, -0.988, 0.501, 0.506, -0.972, 0.483, 0.506, -0.971, 0.485, 0.498, -0.982, 0.503, 0.495, -0.974, 0.487, 0.500, -0.991, 0.490, 0.514, -0.989, 0.512, 0.499]}

***

(5)
{"formula": "C2H18N2O6", "method": "ωB97M-V with the def2-TZVPD basis set", "spin_multiplicity": 1, "smiles": "N/C=C/N.O.O.O.O.O.O", "fmax_ev_per_a": 2.0, "de_lowest_kcal_mol": 7.28, "gap_ev": 8.02, "e_lumo_ha": 0.0140, "species": ["N", "C", "C", "N", "H", "H", "H", "H", "H", "H", "O", "H", "H", "O", "H", "H", "O", "H", "H", "O", "H", "H", "O", "H", "H", "O", "H", "H"], "positions_angstrom": [[-1.86, -0.85, 1.76], [-1.35, -0.04, 0.72], [-2.07, 0.35, -0.34], [-1.37, 1.00, -1.40], [-1.54, -0.58, 2.68], [-2.87, -0.80, 1.77], [-0.34, 0.23, 0.84], [-3.07, 0.01, -0.56], [-0.51, 1.46, -1.16], [-1.94, 1.62, -1.95], [0.48, -0.87, -2.90], [0.28, -1.82, -2.82], [-0.24, -0.43, -2.41], [-1.44, -2.78, -1.98], [-0.96, -3.27, -1.30], [-1.64, -1.92, -1.59], [3.27, 0.84, 0.56], [4.02, 0.41, 0.14], [2.68, 0.11, 0.80], [1.00, 2.39, 0.37], [1.30, 3.12, -0.17], [1.85, 2.08, 0.73], [0.96, -1.54, -0.17], [1.00, -0.93, -0.92], [0.72, -2.39, -0.54], [1.14, 1.67, 3.60], [0.78, 0.79, 3.46], [0.97, 2.23, 2.84]], "nbo_charge": [-0.816, -0.041, -0.149, -0.873, 0.364, 0.361, 0.200, 0.194, 0.398, 0.375, -0.977, 0.480, 0.483, -0.943, 0.464, 0.484, -0.967, 0.488, 0.490, -0.977, 0.474, 0.498, -0.967, 0.494, 0.461, -0.951, 0.467, 0.485]}

***

(6)
{"formula": "C2H18O7", "method": "ωB97M-V with the def2-TZVPD basis set", "charge": 1, "spin_multiplicity": 2, "s_squared": 0.755, "fmax_ev_per_a": 3.4, "de_lowest_kcal_mol": 15.46, "gap_ev": [9.01, 2.46], "e_lumo_ha": [-0.1505, -0.3910], "species": ["C", "C", "O", "H", "H", "H", "H", "H", "H", "O", "H", "H", "O", "H", "H", "O", "H", "H", "O", "H", "H", "O", "H", "H", "O", "H", "H"], "positions_angstrom": [[-2.85, -2.10, 2.71], [-2.41, -0.94, 1.83], [-3.03, 0.18, 2.39], [-2.74, -1.92, 3.78], [-2.21, -2.98, 2.64], [-3.81, -2.51, 2.40], [-2.75, -1.00, 0.80], [-1.34, -0.75, 1.95], [-2.79, 0.95, 1.87], [1.24, 2.74, -1.43], [1.42, 2.26, -0.62], [1.94, 3.39, -1.49], [3.75, 0.57, -1.42], [3.70, -0.04, -2.16], [4.17, 1.35, -1.78], [-0.75, -2.22, -1.67], [-0.41, -3.03, -1.29], [-0.20, -1.53, -1.31], [0.24, 1.71, 1.13], [-0.66, 2.01, 1.01], [0.33, 1.61, 2.08], [1.11, -0.41, -0.57], [2.02, -0.13, -0.62], [0.76, 0.03, 0.20], [1.50, 0.96, -3.77], [1.48, 1.42, -2.93], [2.27, 0.38, -3.71]], "lowdin_spin": [0.017, 0.136, 0.530, 0.001, 0.002, 0.010, 0.054, 0.068, 0.004, 0.000, 0.000, 0.000, 0.000, 0.000, 0.000, 0.172, 0.001, 0.001, 0.001, 0.000, 0.000, 0.002, 0.000, 0.000, 0.001, 0.000, 0.000]}